P.
Entry from the Open Molecules 2025 dataset: the molecule C25H36N4O (ωB97M-V with the def2-TZVPD basis set).

```
! wB97M-V def2-TZVPD RIJCOSX def2/J DEFGRID3
* xyz 0 1
C 6.866 1.580 1.204
C 7.043 1.415 -0.303
C 8.365 2.029 -0.754
C 6.986 -0.070 -0.700
C 5.643 -0.674 -0.408
C 4.554 -0.394 -1.227
C 3.307 -0.917 -0.952
C 3.112 -1.732 0.157
C 1.747 -2.299 0.438
N 0.716 -1.289 0.275
C 0.827 -0.239 1.268
C -0.121 0.905 0.928
C -1.555 0.388 0.887
N -2.465 1.445 0.508
N -2.053 2.490 -0.206
C -3.113 3.243 -0.410
C -4.252 2.686 0.183
C -3.799 1.515 0.762
N -4.439 0.536 1.512
C -5.579 -0.174 1.248
O -5.946 -1.015 2.039
C -6.270 0.130 -0.064
C -5.445 -0.406 -1.250
C -6.501 -0.726 -2.302
C -7.610 -1.373 -1.477
C -7.644 -0.557 -0.178
C -1.635 -0.777 -0.103
C -0.619 -1.850 0.275
C 4.194 -2.014 0.976
C 5.445 -1.493 0.694
H 6.884 2.633 1.476
H 7.669 1.075 1.737
H 5.917 1.158 1.527
H 6.222 1.937 -0.807
H 9.202 1.523 -0.276
H 8.407 3.083 -0.488
H 8.484 1.944 -1.832
H 7.764 -0.612 -0.159
H 7.194 -0.153 -1.770
H 4.690 0.239 -2.093
H 2.464 -0.693 -1.587
H 1.542 -3.099 -0.283
H 1.727 -2.747 1.449
H 0.601 -0.622 2.283
H 1.856 0.126 1.266
H -0.028 1.704 1.665
H 0.131 1.312 -0.050
H -1.842 0.032 1.886
H -3.031 4.156 -0.963
H -5.241 3.092 0.201
H -3.962 0.233 2.354
H -6.380 1.210 -0.159
H -4.935 -1.327 -0.958
H -4.701 0.311 -1.595
H -6.859 0.197 -2.760
H -6.122 -1.380 -3.087
H -7.346 -2.409 -1.262
H -8.570 -1.367 -1.991
H -8.437 0.189 -0.210
H -7.813 -1.195 0.689
H -1.407 -0.401 -1.102
H -2.639 -1.204 -0.108
H -0.884 -2.275 1.262
H -0.656 -2.658 -0.460
H 4.061 -2.647 1.843
H 6.278 -1.726 1.343
*
```

Computed properties:
frontier orbital gap: 9.52 eV
structure (SMILES): CC(C)Cc1ccc(CN2CCC(n3nccc3NC(=O)C3CCCC3)CC2)cc1
highest occupied orbital energy: -8.75 eV

Per-atom Mulliken charges, elementary charge units:
1. C -1.41
2. C 0.92
3. C -1.60
4. C -1.52
5. C 0.80
6. C -0.40
7. C -0.44
8. C 0.66
9. C -1.21
10. N 0.38
11. C -0.65
12. C -0.92
13. C -0.22
14. N 1.18
15. N -1.20
16. C -0.41
17. C -0.82
18. C 0.32
19. N -0.03
20. C 0.15
21. O -0.69
22. C 0.80
23. C -0.46
24. C -0.83
25. C -0.66
26. C -0.97
27. C 0.01
28. C -1.06
29. C -0.87
30. C -0.60
31. H 0.45
32. H 0.31
33. H 0.29
34. H 0.26
35. H 0.34
36. H 0.41
37. H 0.39
38. H 0.40
39. H 0.43
40. H 0.43
41. H 0.41
42. H 0.41
43. H 0.30
44. H 0.32
45. H 0.42
46. H 0.42
47. H 0.28
48. H 0.06
49. H 0.48
50. H 0.47
51. H 0.28
52. H -0.08
53. H 0.22
54. H 0.31
55. H 0.33
56. H 0.41
57. H 0.30
58. H 0.37
59. H 0.35
60. H 0.31
61. H 0.28
62. H -0.05
63. H 0.38
64. H 0.43
65. H 0.34
66. H 0.33

---

Q.
Entry from the Open Molecules 2025 dataset: the molecule C25H36N4O (ωB97M-V with the def2-TZVPD basis set).

```
! wB97M-V def2-TZVPD RIJCOSX def2/J DEFGRID3
* xyz 0 1
C -3.367 -4.932 -0.430
C -4.498 -4.009 0.005
C -4.303 -2.588 -0.518
C -5.421 -1.651 -0.070
C -5.220 -0.236 -0.606
C -6.257 0.742 -0.051
C -5.974 2.203 -0.421
C -5.126 2.942 0.620
N -3.817 2.364 0.797
C -2.693 2.928 0.301
O -2.670 4.022 -0.232
C -1.456 2.107 0.476
C -1.607 0.779 0.888
N -1.790 -0.312 1.212
C -0.259 2.686 0.190
C 1.039 2.123 0.269
C 1.419 0.841 0.637
N 2.760 0.708 0.594
C 3.492 -0.504 0.834
C 3.794 -1.250 -0.471
C 4.852 -2.328 -0.233
N 6.091 -1.749 0.265
C 6.892 -1.175 -0.798
C 6.868 -2.700 1.034
C 3.314 1.897 0.180
C 4.644 2.245 -0.017
C 4.909 3.533 -0.434
C 3.881 4.453 -0.649
C 2.560 4.112 -0.451
C 2.264 2.819 -0.032
H -2.413 -4.561 -0.060
H -3.314 -4.985 -1.516
H -3.519 -5.937 -0.044
H -4.546 -3.986 1.096
H -5.450 -4.403 -0.360
H -3.349 -2.199 -0.156
H -4.262 -2.608 -1.610
H -5.441 -1.623 1.023
H -6.386 -2.038 -0.408
H -4.211 0.090 -0.349
H -5.287 -0.248 -1.696
H -6.302 0.648 1.037
H -7.237 0.455 -0.438
H -6.915 2.748 -0.513
H -5.469 2.246 -1.388
H -4.968 3.975 0.299
H -5.645 2.944 1.584
H -3.766 1.450 1.221
H -0.319 3.718 -0.137
H 0.797 0.019 0.935
H 2.907 -1.140 1.504
H 4.441 -0.262 1.319
H 4.147 -0.532 -1.213
H 2.886 -1.711 -0.860
H 4.474 -3.020 0.522
H 5.012 -2.898 -1.163
H 7.253 -1.934 -1.510
H 6.309 -0.438 -1.346
H 7.755 -0.675 -0.360
H 7.750 -2.197 1.428
H 7.197 -3.565 0.439
H 6.272 -3.058 1.873
H 5.442 1.538 0.151
H 5.931 3.838 -0.598
H 4.132 5.451 -0.976
H 1.773 4.832 -0.619
*
```

Computed properties:
frontier orbital gap: 7.82 eV
structure (SMILES): CCCCCCCCNC(=O)/C(C#N)=C/c1cn(CCCN(C)C)c2ccccc12
highest occupied orbital energy: -7.92 eV

Per-atom Mulliken charges, elementary charge units:
1. C -1.29
2. C -0.36
3. C -0.40
4. C -0.92
5. C -0.36
6. C -0.77
7. C -0.54
8. C -1.10
9. N -0.12
10. C 0.51
11. O -0.72
12. C 0.54
13. C -0.39
14. N -0.67
15. C -0.41
16. C 1.04
17. C -0.39
18. N 0.33
19. C -1.14
20. C -0.21
21. C -1.08
22. N 0.28
23. C -1.20
24. C -1.10
25. C 0.07
26. C -0.66
27. C -0.72
28. C -0.80
29. C -0.38
30. C 0.10
31. H 0.32
32. H 0.32
33. H 0.39
34. H 0.33
35. H 0.32
36. H 0.14
37. H 0.34
38. H 0.37
39. H 0.32
40. H 0.09
41. H 0.33
42. H 0.36
43. H 0.44
44. H 0.35
45. H 0.33
46. H 0.45
47. H 0.37
48. H 0.33
49. H 0.54
50. H 0.43
51. H 0.27
52. H 0.43
53. H 0.32
54. H 0.30
55. H 0.49
56. H 0.40
57. H 0.39
58. H 0.32
59. H 0.34
60. H 0.34
61. H 0.36
62. H 0.33
63. H 0.41
64. H 0.42
65. H 0.39
66. H 0.48

---

The data favor P; the next most stable structure lies 46.1 kJ/mol above it.

---

P.
Entry from the Open Molecules 2025 dataset: a 2-piece molecular cluster, H2NO2S overall (ωB97M-V with the def2-TZVPD basis set).

```
! wB97M-V def2-TZVPD RIJCOSX def2/J DEFGRID3
* xyz -1 1
N -1.324 0.230 0.263
O 0.863 1.365 -0.600
O 0.066 -0.754 -1.627
S 0.043 0.153 -0.487
H -1.289 0.544 1.198
H 1.642 -1.538 1.253
*
```

Computed properties:
frontier orbital gap (alpha / beta): 8.91 / 5.89 eV
highest occupied orbital energy (alpha / beta): -4.95 / -2.58 eV

Per-atom Mulliken charges, elementary charge units:
1. N -0.52
2. O -0.43
3. O -0.36
4. S 0.22
5. H 0.24
6. H -0.15

---

Q.
Entry from the Open Molecules 2025 dataset: a 2-piece molecular cluster, H2NO2S overall (ωB97M-V with the def2-TZVPD basis set).

```
! wB97M-V def2-TZVPD RIJCOSX def2/J DEFGRID3
* xyz -1 1
N -2.028 0.306 0.062
O 1.830 -1.329 0.211
O 1.963 1.095 -0.410
S 1.310 0.009 0.411
H -1.846 -0.783 0.156
H -1.229 0.702 -0.431
*
```

Computed properties:
frontier orbital gap (alpha / beta): 6.53 / 3.80 eV
highest occupied orbital energy (alpha / beta): -3.08 / -1.32 eV

Per-atom Mulliken charges, elementary charge units:
1. N -0.66
2. O -0.42
3. O -0.46
4. S 0.49
5. H 0.04
6. H 0.01

---

The data favor Q; the next most stable structure lies 98.9 kJ/mol above it.

---

P.
Entry from the Open Molecules 2025 dataset: an isolated ion of composition C3H6ClN2 and charge +1 (ωB97M-V with the def2-TZVPD basis set).

```
! wB97M-V def2-TZVPD RIJCOSX def2/J DEFGRID3
* xyz 1 1
C -0.014 -1.152 0.123
C -0.637 1.181 -0.167
C 1.996 0.108 0.383
N 1.357 -0.935 0.047
N -0.899 -0.113 -0.018
Cl 3.631 0.204 -0.119
H -0.322 -2.213 -0.029
H -1.467 1.695 -0.592
H 0.428 1.578 -0.141
H 1.657 0.768 1.210
H 1.812 -1.735 -0.323
H -1.780 -0.508 -0.048
*
```

Computed properties:
frontier orbital gap: 7.39 eV
highest occupied orbital energy: -12.49 eV

Per-atom Mulliken charges, elementary charge units:
1. C -0.15
2. C -0.30
3. C -0.16
4. N -0.01
5. N -0.05
6. Cl -0.09
7. H 0.30
8. H 0.28
9. H 0.27
10. H 0.45
11. H 0.24
12. H 0.22

---

Q.
Entry from the Open Molecules 2025 dataset: a 2-piece molecular cluster, C3H6ClN2 overall (ωB97M-V with the def2-TZVPD basis set).

```
! wB97M-V def2-TZVPD RIJCOSX def2/J DEFGRID3
* xyz 1 1
C 0.588 -0.977 -0.550
C -0.315 1.093 -0.351
C -1.345 -0.038 -0.030
N 0.801 0.342 -0.631
N -0.633 -1.210 -0.172
Cl -2.966 0.015 -0.078
H 1.412 -1.676 -0.655
H -0.698 1.784 -1.225
H -0.226 1.648 0.494
H -1.284 -0.769 2.387
H 1.719 0.581 -0.651
H -0.999 -2.056 0.191
*
```

Computed properties:
frontier orbital gap (alpha / beta): 9.71 / 7.74 eV
highest occupied orbital energy (alpha / beta): -14.75 / -12.24 eV

Per-atom Mulliken charges, elementary charge units:
1. C -0.07
2. C -0.29
3. C -0.08
4. N -0.04
5. N 0.04
6. Cl -0.06
7. H 0.41
8. H 0.29
9. H 0.29
10. H 0.05
11. H 0.18
12. H 0.27

---

The data favor P; the next most stable structure lies 155.6 kJ/mol above it.

---

P.
Entry from the Open Molecules 2025 dataset: a 9-piece molecular cluster, H18O9 overall (ωB97M-V with the def2-TZVPD basis set).

```
! wB97M-V def2-TZVPD RIJCOSX def2/J DEFGRID3
* xyz 0 1
O 2.266 -2.068 0.468
H 1.787 -1.878 -0.290
H 2.707 -1.268 0.744
O 1.868 0.669 -1.078
H 1.010 0.389 -0.735
H 1.700 1.142 -1.903
O -2.712 1.249 1.111
H -2.212 1.213 1.942
H -3.494 1.831 1.337
O -1.258 0.525 -2.355
H -1.078 -0.237 -2.886
H -1.841 1.050 -2.912
O 0.436 -2.156 2.420
H 1.107 -1.943 3.042
H 0.967 -2.353 1.666
O 0.844 -1.928 -1.880
H 1.458 -1.156 -1.991
H 0.204 -1.537 -1.267
O 1.647 0.928 1.817
H 2.398 0.583 1.319
H 1.727 0.543 2.680
O -0.474 -0.777 0.124
H -1.339 -0.354 0.248
H -0.084 -0.839 1.021
O -2.212 2.911 -1.000
H -3.088 3.190 -1.339
H -2.342 2.269 -0.307
*
```

Computed properties:
frontier orbital gap: 11.16 eV
structure (SMILES): O.O.O.O.O.O.O.O.O
highest occupied orbital energy: -11.05 eV

Per-atom Mulliken charges, elementary charge units:
1. O -0.75
2. H 0.35
3. H 0.28
4. O -0.66
5. H 0.37
6. H 0.33
7. O -0.72
8. H 0.31
9. H 0.33
10. O -0.51
11. H 0.29
12. H 0.27
13. O -0.66
14. H 0.26
15. H 0.44
16. O -0.76
17. H 0.44
18. H 0.42
19. O -0.58
20. H 0.26
21. H 0.30
22. O -0.56
23. H 0.16
24. H 0.33
25. O -0.65
26. H 0.31
27. H 0.40

---

Q.
Entry from the Open Molecules 2025 dataset: a 9-piece molecular cluster, H18O9 overall (ωB97M-V with the def2-TZVPD basis set).

```
! wB97M-V def2-TZVPD RIJCOSX def2/J DEFGRID3
* xyz 0 1
O 1.387 0.615 -0.440
H 1.048 1.395 0.020
H 0.687 0.308 -1.130
O 4.705 2.044 2.723
H 5.076 1.502 2.058
H 3.737 1.907 2.738
O -3.397 1.240 1.886
H -3.117 0.760 2.678
H -2.608 1.450 1.404
O -1.251 0.241 0.609
H -0.374 0.069 0.994
H -1.096 0.360 -0.383
O 0.242 -0.105 -4.918
H 0.557 0.805 -5.004
H -0.522 -0.257 -5.391
O 0.842 -2.240 -3.036
H 1.162 -2.911 -3.686
H 1.630 -1.942 -2.570
O -2.546 -0.974 -2.547
H -1.702 -0.666 -2.583
H -2.401 -1.910 -2.733
O 1.115 -1.883 2.537
H 1.600 -1.596 1.803
H 0.972 -2.796 2.394
O -1.337 1.087 3.487
H -1.584 1.672 4.225
H -1.141 1.655 2.767
*
```

Computed properties:
frontier orbital gap: 9.88 eV
structure (SMILES): O.O.O.O.O.O.O.O.O
highest occupied orbital energy: -10.13 eV

Per-atom Mulliken charges, elementary charge units:
1. O -0.66
2. H 0.33
3. H 0.29
4. O -0.63
5. H 0.31
6. H 0.32
7. O -0.63
8. H 0.37
9. H 0.29
10. O -0.57
11. H 0.39
12. H 0.22
13. O -0.59
14. H 0.31
15. H 0.30
16. O -0.59
17. H 0.30
18. H 0.30
19. O -0.60
20. H 0.28
21. H 0.33
22. O -0.60
23. H 0.30
24. H 0.30
25. O -0.67
26. H 0.31
27. H 0.31

---

R.
Entry from the Open Molecules 2025 dataset: a 9-piece molecular cluster, H18O9 overall (ωB97M-V with the def2-TZVPD basis set).

```
! wB97M-V def2-TZVPD RIJCOSX def2/J DEFGRID3
* xyz 0 1
O 1.279 1.775 1.684
H 1.425 2.321 0.904
H 1.333 2.349 2.434
O 0.611 -2.684 2.165
H -0.332 -2.753 2.215
H 0.728 -1.807 1.856
O 1.994 -1.996 -1.425
H 2.205 -1.720 -2.321
H 1.524 -1.391 -0.871
O -0.784 1.018 -1.803
H -1.199 1.321 -1.027
H -0.457 1.687 -2.366
O -0.910 -1.689 -2.500
H -1.061 -0.756 -2.390
H -1.594 -2.045 -3.125
O -2.220 -0.513 0.609
H -2.679 -0.646 1.452
H -2.559 -1.225 0.040
O 0.432 -0.488 0.395
H 0.716 0.341 0.796
H -0.512 -0.469 0.304
O 3.845 1.296 0.547
H 3.787 1.632 1.439
H 3.511 0.455 0.802
O -2.704 2.191 0.188
H -2.862 1.245 0.118
H -3.517 2.545 -0.124
*
```

Computed properties:
frontier orbital gap: 9.58 eV
structure (SMILES): O.O.O.O.O.O.O.O.O
highest occupied orbital energy: -9.73 eV

Per-atom Mulliken charges, elementary charge units:
1. O -0.67
2. H 0.32
3. H 0.26
4. O -0.59
5. H 0.26
6. H 0.37
7. O -0.61
8. H 0.28
9. H 0.37
10. O -0.61
11. H 0.32
12. H 0.23
13. O -0.59
14. H 0.37
15. H 0.29
16. O -0.73
17. H 0.28
18. H 0.31
19. O -0.72
20. H 0.45
21. H 0.35
22. O -0.62
23. H 0.31
24. H 0.31
25. O -0.64
26. H 0.35
27. H 0.33

---

S.
Entry from the Open Molecules 2025 dataset: a 9-piece molecular cluster, H18O9 overall (ωB97M-V with the def2-TZVPD basis set).

```
! wB97M-V def2-TZVPD RIJCOSX def2/J DEFGRID3
* xyz 0 1
O 3.566 0.427 -0.597
H 4.039 -0.387 -0.707
H 4.156 1.136 -0.373
O -1.075 0.281 -0.452
H -0.980 0.897 0.299
H -0.317 0.732 -0.901
O 0.804 0.622 2.151
H 0.881 -0.329 1.988
H 1.731 0.941 2.116
O -4.007 1.023 -0.456
H -4.024 0.413 -1.203
H -4.641 0.567 0.103
O -2.073 -0.656 -3.145
H -1.432 -0.385 -2.479
H -2.135 -1.574 -2.790
O 1.926 4.231 1.220
H 1.421 4.287 0.397
H 1.405 3.845 1.932
O -2.127 0.329 2.252
H -2.427 -0.363 1.656
H -1.226 0.246 2.521
O -0.482 -2.196 -0.364
H -0.614 -1.221 -0.430
H 0.413 -2.515 -0.316
O 2.013 -3.298 -0.889
H 2.907 -2.879 -0.959
H 2.298 -4.175 -0.576
*
```

Computed properties:
frontier orbital gap: 10.15 eV
structure (SMILES): O.O.O.O.O.O.O.O.O
highest occupied orbital energy: -10.39 eV

Per-atom Mulliken charges, elementary charge units:
1. O -0.60
2. H 0.29
3. H 0.32
4. O -0.63
5. H 0.24
6. H 0.35
7. O -0.63
8. H 0.32
9. H 0.27
10. O -0.60
11. H 0.33
12. H 0.29
13. O -0.64
14. H 0.31
15. H 0.34
16. O -0.64
17. H 0.32
18. H 0.32
19. O -0.65
20. H 0.33
21. H 0.34
22. O -0.68
23. H 0.40
24. H 0.35
25. O -0.65
26. H 0.30
27. H 0.31

---

The data favor P; the next most stable structure lies 49.9 kJ/mol above it.